# 1
Density functional theory data (the ωB97M-V functional and the def2-TZVPD basis) for a cluster of 2 separate species, C3H10N2O2 in total at a distorted geometry.

The calculation puts the energy relative to the best compared isomer or geometry (same formula, charge and spin) at 695.5 kJ/mol. As for the electronic energy: -10342.2792 eV. Its largest force on an atom is 0.0396 hartree/bohr. As for the charge: 0.

CARTESIAN COORDINATES (ANGSTROEM)
O: -1.65 1.11 0.72
O: 2.31 2.34 0.67
N: 1.31 1.37 0.48
N: -0.65 0.22 1.02
C: -0.24 -0.45 -0.13
C: -1.14 -0.42 -1.36
C: 0.30 -1.84 0.23
H: 1.97 3.11 0.20
H: 1.69 0.61 1.05
H: 0.93 -2.22 -0.57
H: -0.52 -2.54 0.40
H: -2.10 -0.90 -1.13
H: -0.67 -0.96 -2.17
H: -1.34 0.60 -1.68
H: -1.81 1.56 1.56
H: 0.72 0.21 -0.44
H: 0.90 -1.80 1.15

Per-atom natural (NBO) charges, elementary charge units: O -0.541; O -0.544; N -0.310; N -0.034; C -0.156; C -0.621; C -0.603; H 0.468; H 0.312; H 0.210; H 0.208; H 0.211; H 0.212; H 0.226; H 0.481; H 0.264; H 0.215


# 2
Density functional theory data (the ωB97M-V functional and the def2-TZVPD basis) for a structure of composition C3H10N2O2 at a distorted geometry.

The calculation puts the energy relative to the best compared isomer or geometry (same formula, charge and spin) at 637.7 kJ/mol. As for the electronic energy: -10342.8789 eV. Its largest force on an atom is 0.0618 hartree/bohr. As for the charge: 0.

CARTESIAN COORDINATES (ANGSTROEM)
O: 1.62 1.16 1.72
O: 1.46 -0.60 -1.04
N: 1.09 -1.33 1.10
N: 0.66 -0.43 0.12
C: -1.24 -0.30 -0.10
C: 0.85 1.14 0.74
C: -1.48 0.49 -1.35
H: 1.07 1.71 -0.18
H: -1.43 1.56 -1.16
H: -0.75 0.24 -2.11
H: 2.24 -1.09 -0.73
H: -1.34 -1.38 -0.24
H: -2.47 0.26 -1.74
H: -1.82 0.00 0.77
H: 1.52 -0.76 1.85
H: -0.30 1.20 0.91
H: 0.31 -1.87 1.45

Per-atom natural (NBO) charges, elementary charge units: O -0.777; O -0.572; N -0.702; N 0.090; C -0.130; C 0.201; C -0.675; H 0.114; H 0.229; H 0.246; H 0.488; H 0.195; H 0.238; H 0.225; H 0.416; H 0.053; H 0.362


# 3
Density functional theory data (the ωB97M-V functional and the def2-TZVPD basis) for a cluster of 2 separate species, C3H10N2O2 in total at a distorted geometry.

Its structure (SMILES) is CC(N)=O.NCO. The calculation puts the energy relative to the best compared isomer or geometry (same formula, charge and spin) at 115.2 kJ/mol. As for the electronic energy: -10348.2939 eV. Its largest force on an atom is 0.0564 hartree/bohr. As for the charge: 0.

CARTESIAN COORDINATES (ANGSTROEM)
O: 1.84 -0.50 1.19
O: -0.07 -1.74 -0.39
N: -2.22 -1.79 -1.01
N: 1.76 1.85 0.93
C: 1.92 0.57 0.29
C: -1.12 -1.15 -0.56
C: -1.27 0.47 -0.38
H: -2.16 -2.77 -1.25
H: 2.58 2.12 1.47
H: 0.94 1.86 1.54
H: -0.68 0.99 0.38
H: -1.30 0.89 -1.38
H: -3.11 -1.34 -1.07
H: 2.91 0.55 -0.18
H: 1.19 -1.13 0.83
H: -2.26 0.62 0.05
H: 1.05 0.50 -0.46

Per-atom natural (NBO) charges, elementary charge units: O -0.766; O -0.644; N -0.820; N -0.856; C 0.086; C 0.705; C -0.727; H 0.411; H 0.362; H 0.350; H 0.242; H 0.239; H 0.398; H 0.155; H 0.500; H 0.212; H 0.153


# 4
Density functional theory data (the ωB97M-V functional and the def2-TZVPD basis) for a cluster of 2 separate species, C3H10N2O2 in total at a distorted geometry.

Its structure (SMILES) is OC1(O)CC1.NN. The calculation puts the energy relative to the best compared isomer or geometry (same formula, charge and spin) at 322.3 kJ/mol. As for the electronic energy: -10346.1476 eV. Its largest force on an atom is 0.0413 hartree/bohr. As for the charge: 0.

CARTESIAN COORDINATES (ANGSTROEM)
O: 1.31 -0.40 1.41
O: 1.38 -0.08 -0.90
N: -1.79 -0.97 -1.13
N: -1.00 -1.93 -0.41
C: -0.25 1.40 0.57
C: 1.02 0.44 0.33
C: 1.17 1.92 0.51
H: 2.27 -0.49 1.48
H: -0.96 -1.68 0.58
H: -1.38 -2.88 -0.48
H: -0.94 1.78 -0.17
H: 1.65 2.27 1.42
H: -2.74 -1.30 -1.30
H: -0.67 1.31 1.56
H: -1.38 -0.99 -2.07
H: 1.45 2.48 -0.36
H: 0.85 -0.88 -1.04

Per-atom natural (NBO) charges, elementary charge units: O -0.723; O -0.719; N -0.656; N -0.703; C -0.458; C 0.508; C -0.464; H 0.475; H 0.365; H 0.340; H 0.228; H 0.209; H 0.330; H 0.213; H 0.338; H 0.221; H 0.494


# 5
Density functional theory data (the ωB97M-V functional and the def2-TZVPD basis) for a cluster of 2 separate species, C3H10N2O2 in total at a distorted geometry.

Its structure (SMILES) is CC(=O)NCN.O. The calculation puts the energy relative to the best compared isomer or geometry (same formula, charge and spin) at 87.9 kJ/mol. As for the electronic energy: -10348.5771 eV. Its largest force on an atom is 0.0347 hartree/bohr. As for the charge: 0.

CARTESIAN COORDINATES (ANGSTROEM)
O: -1.29 -0.47 -0.23
O: -0.72 -4.73 -1.75
N: 0.20 1.07 0.49
N: 1.86 0.86 2.18
C: -0.82 0.65 -0.31
C: -1.27 1.68 -1.30
C: 0.78 0.17 1.52
H: 2.72 1.02 1.69
H: 1.56 1.56 2.83
H: 0.06 -0.15 2.27
H: 0.07 -4.94 -2.25
H: -2.34 1.59 -1.55
H: -0.91 -3.77 -1.74
H: -0.62 1.56 -2.18
H: 0.71 1.92 0.33
H: 1.13 -0.72 0.95
H: -1.12 2.70 -0.94

Per-atom natural (NBO) charges, elementary charge units: O -0.630; O -0.956; N -0.644; N -0.866; C 0.669; C -0.709; C -0.045; H 0.375; H 0.372; H 0.200; H 0.472; H 0.242; H 0.484; H 0.233; H 0.396; H 0.193; H 0.213


# 6
Density functional theory data (the ωB97M-V functional and the def2-TZVPD basis) for a cluster of 2 separate species, C3H10N2O2 in total at a distorted geometry.

Its structure (SMILES) is CNC(=O)CN.O. The calculation puts the energy relative to the best compared isomer or geometry (same formula, charge and spin) at 100.0 kJ/mol. As for the electronic energy: -10348.4514 eV. Its largest force on an atom is 0.0307 hartree/bohr. As for the charge: 0.

CARTESIAN COORDINATES (ANGSTROEM)
O: -2.72 1.12 -1.41
O: 2.42 0.00 0.14
N: -0.49 -1.80 -0.54
N: 0.32 0.63 0.85
C: 0.75 -1.69 0.19
C: 0.71 2.03 0.93
C: 1.26 -0.27 0.38
H: -0.87 -2.74 -0.49
H: 0.69 2.50 -0.06
H: 1.61 -2.25 -0.22
H: -0.35 -1.62 -1.52
H: -1.95 0.79 -0.99
H: -0.01 2.55 1.56
H: 0.68 -2.17 1.17
H: -3.22 0.35 -1.68
H: 1.73 2.10 1.30
H: -0.56 0.44 0.40

Per-atom natural (NBO) charges, elementary charge units: O -0.930; O -0.594; N -0.848; N -0.624; C -0.321; C -0.422; C 0.665; H 0.371; H 0.188; H 0.195; H 0.362; H 0.459; H 0.204; H 0.216; H 0.471; H 0.228; H 0.380


Listing M for the structures above in their given order: 106.125, 106.125, 106.125, 106.125, 106.125, 106.125 g/mol.